54
Properties=species:S:1:pos:R:3:forces:R:3 method="wB97M-V/def2-TZVPD" e_homo_ha="-0.697 / -0.695" s2=12.019 multiplicity=7 total_charge=+3 orbital_gap_ha="0.231 / 0.108"
Fe 2.0081 2.1995 2.5345 -0.32 -2.16 -1.55
Cl -0.0677 2.3087 1.4501 0.26 0.39 0.43
C -0.4563 2.0089 -3.1127 -0.14 1.40 0.25
C -1.5221 2.6411 -2.1644 2.82 -0.35 -0.44
O -2.7484 2.4291 -2.7816 -4.34 -1.70 0.98
P -3.9199 1.4361 -2.1946 4.96 0.77 2.65
O -5.0663 1.5455 -3.1964 -0.89 -0.20 -0.38
O -3.2276 0.0114 -1.8647 -1.71 4.83 0.20
C -3.1119 -1.0590 -2.7614 -0.83 -3.90 0.93
C -3.8409 -2.2288 -1.9532 0.17 0.66 -1.27
O -4.3535 2.0370 -0.7592 0.99 -1.18 -2.92
C -4.5608 1.2601 0.4205 -1.65 -0.99 2.15
C -5.7743 1.8681 1.1624 1.35 -1.17 -0.59
H 0.5287 2.4096 -2.8736 0.15 -0.33 0.23
H -0.4453 0.9226 -3.2009 -0.15 0.04 0.46
H -0.6404 2.3939 -4.1157 -0.19 0.01 -0.04
H -1.3853 2.3326 -1.1279 -0.65 -1.19 0.33
H -1.3829 3.7032 -1.9625 -0.11 0.36 -1.04
H -3.5742 -0.9314 -3.7402 0.22 0.38 0.08
H -2.0495 -1.3024 -2.7752 -0.13 0.15 -0.70
H -4.7896 -1.8731 -1.5515 0.06 0.27 0.04
H -4.1372 -3.0466 -2.6101 0.45 -0.16 0.04
H -3.2172 -2.5697 -1.1268 -0.01 -0.08 -0.15
H -4.7321 0.1862 0.3467 -0.43 -0.07 -1.55
H -3.6871 1.1380 1.0607 0.68 1.23 -0.22
H -6.1585 1.0502 1.7720 -0.02 0.37 0.48
H -5.3977 2.7124 1.7399 -0.87 0.16 -0.10
H -6.5371 2.0278 0.4003 -0.03 0.67 0.30
C 6.6144 -0.1291 0.0283 0.32 -1.00 -0.84
C 5.2448 0.1853 0.6537 3.60 3.54 -0.72
O 4.2293 -0.6541 0.2852 -4.29 -2.05 1.29
P 2.8759 -0.8772 1.1781 1.43 -3.74 -3.56
O 2.2043 0.4454 1.5867 0.32 1.41 1.51
O 1.9226 -1.7709 0.2045 4.23 1.71 1.60
C 0.5226 -1.8607 0.2384 -1.13 1.31 0.54
C 0.0178 -0.9153 -0.8523 -0.71 -0.63 0.43
O 3.3138 -1.9155 2.3010 -2.54 1.48 -2.47
C 3.8464 -1.3885 3.4556 3.03 -0.11 3.33
C 3.3975 -2.1625 4.6792 -1.45 -0.15 -0.47
H 6.5698 -0.4089 -1.0243 -0.63 -0.49 0.00
H 7.3044 0.7045 -0.1024 -0.41 0.56 0.89
H 7.1682 -0.9080 0.5523 -0.19 -0.06 0.04
H 5.5045 0.4120 1.6878 -0.93 -0.81 0.66
H 5.0246 1.1617 0.2221 -0.38 0.36 0.00
H 0.2434 -2.9109 0.1534 0.07 0.15 -0.35
H 0.2263 -1.5262 1.2327 -0.56 -0.08 0.06
H 0.3491 -1.3119 -1.8121 -0.09 0.35 -0.09
H -1.0667 -0.8158 -0.8084 -0.15 -0.45 -0.18
H 0.3355 0.1155 -0.6952 0.62 -0.08 -0.04
H 4.9179 -1.5876 3.4382 0.26 0.30 -0.42
H 3.7612 -0.3058 3.5484 -0.37 0.26 -0.06
H 4.0593 -2.1674 5.5453 0.15 0.21 -0.37
H 2.4022 -1.8442 4.9894 -0.05 0.03 0.23
H 3.2580 -3.1748 4.3000 0.22 -0.25 0.37

=====

39
Properties=species:S:1:pos:R:3:forces:R:3 method="wB97M-V/def2-TZVPD" e_homo_ha=-0.326 de_lowest_ev=1.6954 total_charge=0 orbital_gap_ha=0.346
C -0.3273 2.6019 1.1309 2.10 2.17 0.44
C 0.8963 1.6759 0.9822 -1.53 -0.29 0.56
N 1.0820 1.2885 -0.3997 0.10 -0.38 -0.95
C 0.8397 -0.1258 -0.7627 0.11 -0.06 1.14
C -0.6170 -0.5703 -0.4918 1.04 -0.04 -1.19
C -1.1190 -1.4995 -1.6292 -0.37 -0.50 1.34
C 1.9476 -1.0338 -0.1107 -0.94 0.94 -0.40
N 1.3956 -2.2518 0.4784 0.73 -0.57 0.15
H -1.1802 2.2593 0.5699 -0.45 0.01 0.35
H -0.4243 2.9619 2.1661 -0.89 -1.26 0.27
H -0.0229 3.6208 0.8262 -0.23 -0.40 -1.16
H 1.7570 2.1312 1.4689 0.19 -0.04 -0.22
H 0.5945 0.8098 1.5913 0.72 -0.29 -0.18
H 1.9988 1.4505 -0.7988 0.09 0.58 0.59
H 0.9826 -0.1311 -1.8330 0.07 -0.08 -0.35
H -1.1181 0.3898 -0.4455 -0.75 -0.27 0.14
H -0.6903 -1.1797 0.3992 -0.07 0.64 0.54
H -2.1525 -1.2823 -1.8938 0.19 0.25 -0.55
H -1.1987 -2.5025 -1.1978 0.10 -0.12 -0.12
H -0.4174 -1.6030 -2.4485 -0.23 0.39 -0.43
H 2.7113 -1.1152 -0.8849 0.21 -0.71 0.04
H 2.4282 -0.4643 0.6847 -0.18 -0.01 0.15
H 2.0662 -2.5757 1.1689 -0.07 -0.20 -0.04
H 1.3183 -3.0030 -0.2023 -0.01 0.13 -0.02
O 2.6515 1.8426 -2.7112 -0.13 0.30 -0.37
H 1.8007 2.2897 -2.6101 -0.08 -0.08 0.10
H 2.8815 2.1042 -3.6098 0.27 -0.17 0.02
O -0.9032 -3.1275 2.5416 0.02 0.00 0.46
H -1.6862 -3.3347 2.0199 0.04 0.07 -0.10
H -0.1753 -2.9514 1.9357 0.04 0.04 -0.48
O -0.1935 3.0816 -3.3732 -0.40 -0.24 0.46
H -0.3631 2.7260 -2.4871 0.31 0.04 0.07
H -1.0851 3.0760 -3.7396 0.14 0.12 -0.32
O -1.4859 -0.3578 2.9810 -0.43 0.05 0.14
H -0.9931 -1.1891 3.0671 0.02 0.10 -0.17
H -0.9194 0.3280 2.6194 0.14 -0.17 0.06
O -3.7088 -1.6716 1.4052 -0.29 0.14 0.96
H -3.7567 -1.2866 2.2971 -0.79 -0.30 -0.02
H -2.8138 -1.3807 1.2960 1.20 0.21 -0.91

=====

11
Properties=species:S:1:pos:R:3:forces:R:3 method="wB97M-V/def2-TZVPD" e_homo_ha="-0.313 / -0.313" de_lowest_ev=4.3120 total_charge=0 orbital_gap_ha="0.337 / 0.337"
C -1.6137 -0.1024 -0.0216 -0.10 -0.06 -0.05
N -0.1593 -0.1195 -0.0326 0.17 -0.07 -0.04
C 0.6566 0.9043 0.3331 -0.18 0.17 0.43
C 1.9606 0.4443 0.3772 -0.49 0.68 0.43
N 1.7739 -0.8736 -0.0444 0.31 0.98 -0.04
N 0.4865 -1.2090 -0.3441 0.30 0.54 -0.19
H -1.9761 -0.8264 -0.7487 0.02 0.05 0.08
H -1.9771 -0.3577 0.9762 0.06 0.01 -0.14
H -1.9520 0.9024 -0.2858 0.10 -0.19 0.04
H 0.2706 1.8933 0.5092 -0.22 -0.07 0.14
H 2.5301 -0.6558 -0.7186 0.03 -2.06 -0.65

=====

Repeat the third record exactly.
11
Properties=species:S:1:pos:R:3:forces:R:3 method="wB97M-V/def2-TZVPD" e_homo_ha="-0.313 / -0.313" de_lowest_ev=4.3120 total_charge=0 orbital_gap_ha="0.337 / 0.337"
C -1.6137 -0.1024 -0.0216 -0.10 -0.06 -0.05
N -0.1593 -0.1195 -0.0326 0.17 -0.07 -0.04
C 0.6566 0.9043 0.3331 -0.18 0.17 0.43
C 1.9606 0.4443 0.3772 -0.49 0.68 0.43
N 1.7739 -0.8736 -0.0444 0.31 0.98 -0.04
N 0.4865 -1.2090 -0.3441 0.30 0.54 -0.19
H -1.9761 -0.8264 -0.7487 0.02 0.05 0.08
H -1.9771 -0.3577 0.9762 0.06 0.01 -0.14
H -1.9520 0.9024 -0.2858 0.10 -0.19 0.04
H 0.2706 1.8933 0.5092 -0.22 -0.07 0.14
H 2.5301 -0.6558 -0.7186 0.03 -2.06 -0.65